1.
This record from the OMol25 dataset describes a molecular structure, C44H58BrN5O4S2Ta in a non-equilibrium geometry. The level of theory is ωB97M-V with the def2-TZVPD basis set.

Summary:
E in hartree: -5712.8861
Multiplicity: 1
Net charge: +3
HOMO energy in Eh: -0.5420
LUMO level in eV: -11.070
Energy relative to the best compared isomer or geometry (same formula, charge and spin) in kcal per mole: 0.00
Orbital gap in eV: 3.7

Each line ends with the Mulliken charge.
Element x y z (Å)
Ta (-1.0769, -0.0215, 1.0988)  -1.37
Br (-3.3949, -1.8416, 2.2145)  0.10
S (1.6582, -2.3971, 2.4533)  0.23
S (0.4691, -2.2719, 5.1402)  0.06
O (-2.0079, 0.9421, 2.5461)  -0.04
O (-0.9569, 1.6895, 0.2502)  0.90
O (-3.7244, 2.9009, 3.1889)  -0.70
O (-0.6907, -1.7954, 0.5435)  0.32
N (-0.4043, -0.8229, 3.1098)  0.56
N (-1.0678, -0.2596, 4.2113)  -0.79
N (-3.0984, -0.1236, 0.1205)  0.12
N (0.6316, -0.0384, -0.5445)  0.37
N (0.9602, 1.0742, 1.9709)  -0.42
C (1.8417, 2.7420, -2.6210)  -0.36
C (-5.0599, 1.3067, -2.7586)  -1.38
C (5.0767, -3.0226, -0.9366)  -1.51
C (0.2872, -2.2630, -0.2549)  0.63
C (-3.5569, 2.4441, 4.4595)  0.68
C (2.6443, 4.5616, -4.2008)  -2.22
C (4.0584, -3.3776, -2.0342)  1.83
C (2.5680, 2.1843, -4.9397)  -1.52
C (2.6820, -2.9347, -1.5375)  -0.72
C (0.8579, 1.1466, -1.1126)  0.70
C (-2.6011, 1.0422, 6.1917)  -0.95
C (-4.2006, 2.7234, 6.7529)  -0.37
C (1.8052, 1.4728, -2.1258)  -0.51
C (-0.0146, 5.8961, -0.4420)  -1.77
C (-0.2526, -5.9932, -0.9670)  -2.29
C (-3.3403, 1.6930, 7.1428)  -0.81
C (1.6610, -3.8798, -1.2074)  0.39
C (4.1243, -4.8834, -2.2955)  -2.19
C (-0.0716, 2.1508, -0.6331)  -0.13
C (0.4469, -3.5971, -0.5940)  -0.78
C (-1.9766, 4.8646, -1.6166)  -1.48
C (-0.0032, 3.4665, -1.0558)  -0.44
C (-0.8804, 4.6294, -0.5674)  2.21
C (2.3957, -1.6115, -1.3704)  -1.09
C (-5.2701, -1.1041, 0.1899)  -0.91
C (-5.6212, -0.3704, -0.9346)  -0.46
C (1.9978, -3.2357, 4.9808)  -0.72
C (-3.4579, 0.5833, -0.9706)  -0.16
C (0.9521, 3.6973, -2.0472)  0.04
C (-3.9986, -0.9446, 0.6803)  0.44
C (0.4488, -1.7361, 3.5030)  -0.15
C (-4.7131, 0.4947, -1.5407)  0.30
C (2.8157, 3.1130, -3.7402)  1.71
C (-4.3099, 3.0913, 5.4298)  -0.74
C (1.1645, -1.2499, -0.7585)  -0.40
C (4.4188, -2.6330, -3.3272)  -1.50
C (-1.5379, 4.3799, 0.7950)  -1.79
C (-1.8959, 0.6595, 3.8692)  1.15
C (-2.6943, 1.3985, 4.8294)  0.07
C (4.2508, 2.9195, -3.2262)  -1.37
C (-1.9555, -4.1901, -0.9087)  -1.47
C (-0.6199, -4.6603, -0.3113)  2.21
C (2.1022, -3.7602, 3.5659)  -0.54
C (-0.7580, -4.8767, 1.2025)  -1.43
H (2.8742, 5.2788, -3.4091)  0.42
H (0.9960, 1.0237, 2.9861)  0.40
H (-1.5514, 5.0861, -2.5977)  0.36
H (4.8066, -3.4826, 0.0172)  0.30
H (4.9579, 3.2129, -4.0023)  0.46
H (1.6380, 4.7566, -4.5801)  0.46
H (-3.1406, 2.4231, 2.5924)  0.24
H (1.8502, 0.7283, 1.6200)  0.22
H (4.4456, 3.5352, -2.3458)  0.36
H (-3.2580, 1.4137, 8.1834)  0.46
H (-2.5956, 5.7128, -1.3214)  0.46
H (-2.7077, 1.2476, -1.3797)  0.42
H (6.0632, -3.3921, -1.2174)  0.46
H (3.2482, 2.4492, -5.7492)  0.48
H (4.4535, 1.8759, -2.9718)  0.21
H (-2.3123, -3.2682, -0.4461)  0.12
H (2.4632, 0.7178, -2.5212)  0.40
H (0.9138, 2.0621, 1.7264)  0.19
H (-4.9694, 3.8899, 5.1184)  0.51
H (3.6964, -2.8394, -4.1192)  0.37
H (-5.9660, -1.7750, 0.6732)  0.56
H (-6.0961, 1.1521, -3.0494)  0.40
H (-0.8054, 4.1276, 1.5677)  0.38
H (1.0198, 4.7089, -2.4248)  0.58
H (3.1160, -4.0723, 3.3199)  0.56
H (0.1496, -5.3306, 1.6075)  0.26
H (2.8339, -2.5873, 5.2371)  0.34
H (1.9479, -4.0519, 5.7003)  0.50
H (-0.5837, 6.6697, 0.0720)  0.46
H (1.5471, 2.2836, -5.3139)  0.37
H (-4.9157, 2.3713, -2.5711)  0.31
H (-1.0671, -6.7010, -0.8143)  0.44
H (5.1026, -5.1296, -2.7066)  0.45
H (0.8941, 5.7100, 0.1348)  0.40
H (3.3379, 4.7568, -5.0178)  0.45
H (2.7444, 1.1347, -4.6925)  0.28
H (4.4770, -1.5517, -3.1808)  0.25
H (-1.8641, -4.0267, -1.9846)  0.38
H (5.3986, -2.9619, -3.6732)  0.51
H (3.1089, -0.8567, -1.6599)  1.23
H (-2.6266, 3.9898, -1.7142)  0.17
H (-6.6214, -0.4679, -1.3395)  0.45
H (1.8623, -4.9164, -1.4376)  0.78
H (4.0049, -5.4659, -1.3788)  0.44
H (-1.5855, -5.5599, 1.3986)  0.53
H (5.1521, -1.9423, -0.7923)  0.32
H (0.2698, 6.3099, -1.4102)  0.42
H (-4.7860, 3.2450, 7.4989)  0.42
H (-2.7138, -4.9573, -0.7495)  0.50
H (-2.0393, 5.2936, 1.1112)  0.59
H (-0.1043, -5.8908, -2.0442)  0.46
H (0.6447, -6.4359, -0.5290)  0.46
H (-4.4277, 1.0286, -3.6026)  0.35
H (-1.9335, 0.2389, 6.4727)  0.50
H (3.3775, -5.2096, -3.0235)  0.46
H (1.4128, -4.5822, 3.3803)  0.17
H (-0.9547, -3.9462, 1.7385)  0.01
H (-2.2903, 3.5950, 0.7545)  0.04


2.
This record from the OMol25 dataset describes 2 unconnected molecules or ions with the total composition C27H31N3O2 in a non-equilibrium geometry. The level of theory is ωB97M-V with the def2-TZVPD basis set.

Summary:
E in hartree: -1362.1373
Multiplicity: 1
HOMO energy in Eh: -0.2724
LUMO level in eV: -1.390
Energy relative to the best compared isomer or geometry (same formula, charge and spin) in kcal per mole: 74.68
Orbital gap in eV: 6.0

Each line ends with the natural charge from an NBO analysis.
Element x y z (Å)
O (2.6468, 4.1161, -3.4664)  -0.70
O (3.8868, 5.3297, -1.9238)  -0.71
N (-1.7761, -3.9836, -0.8691)  -0.45
N (3.1549, 2.6321, -0.9647)  -0.28
N (-0.8961, -1.8231, -0.5493)  -0.59
C (5.0076, 3.4137, 0.1555)  0.01
C (-2.1691, 0.4678, 1.1467)  -0.12
C (-1.3461, 2.7387, 1.4082)  -0.16
C (-2.8492, -4.8242, -1.3997)  -0.21
C (3.0177, 3.0611, 1.5136)  -0.24
C (5.4440, 3.2357, -1.2568)  -0.44
C (0.4481, -2.3671, -0.4074)  -0.24
C (3.6586, 3.0351, 0.2790)  0.19
C (-4.0808, -4.9521, -0.5010)  -0.41
C (-4.9734, -3.7264, -0.3418)  -0.40
C (3.4572, 4.3667, -2.5688)  0.79
C (-0.1500, 1.1638, -0.1373)  -0.08
C (-3.2451, -2.0636, -1.1693)  -0.47
C (-1.8672, -2.6297, -0.8394)  0.50
C (1.9952, 1.9741, -1.2110)  0.17
C (0.8476, 2.1043, -0.4131)  -0.31
C (-3.2528, 1.9834, 2.6993)  -0.19
C (0.4480, -3.7921, 0.0794)  -0.42
C (-1.2172, 1.4622, 0.7850)  -0.13
C (5.0913, 3.8728, 2.5096)  -0.19
C (5.7433, 3.7905, 1.2736)  -0.19
C (3.7286, 3.5452, 2.6210)  -0.21
C (-2.3020, 2.9629, 2.3938)  -0.22
C (4.1219, 2.9820, -1.9958)  -0.16
C (-0.4908, -4.6352, -0.7578)  -0.20
C (-3.2097, 0.7467, 2.0271)  -0.23
C (-4.2676, -2.3933, -0.0869)  -0.40
H (1.9610, 1.3859, -2.1439)  0.23
H (-3.9968, 0.0086, 2.1792)  0.21
H (-3.7982, -2.3962, 0.9069)  0.20
H (-3.1282, -4.4906, -2.4134)  0.19
H (-4.6832, -5.7701, -0.9170)  0.21
H (5.6496, 4.1591, 3.4006)  0.22
H (-0.6376, -5.6123, -0.2838)  0.20
H (6.8073, 3.9952, 1.1576)  0.22
H (5.9832, 4.0987, -1.6589)  0.26
H (4.1688, 2.2710, -2.8244)  0.23
H (3.2208, 3.6281, 3.5815)  0.22
H (1.9939, 2.6987, 1.5992)  0.23
H (0.7056, 3.0912, 0.0463)  0.22
H (-2.4168, -5.8293, -1.4960)  0.21
H (0.1233, -3.8032, 1.1250)  0.21
H (-0.0624, -4.8015, -1.7639)  0.18
H (-4.0286, 2.1980, 3.4356)  0.22
H (-0.6814, 3.5599, 1.1344)  0.21
H (-3.7729, -5.2973, 0.4932)  0.20
H (1.4535, -4.2199, 0.0282)  0.22
H (-2.3034, 3.9336, 2.8904)  0.22
H (-5.5817, -3.6181, -1.2474)  0.20
H (6.0918, 2.3505, -1.3460)  0.21
H (0.9677, -1.7003, 0.2867)  0.20
H (-3.1488, -0.9764, -1.2562)  0.24
H (-5.0207, -1.5917, -0.0368)  0.22
H (-3.5877, -2.4508, -2.1360)  0.22
H (-0.1557, 0.1663, -0.5861)  0.26
H (0.9860, -2.3332, -1.3717)  0.19
H (-5.6675, -3.9221, 0.4819)  0.21
H (-2.0455, -0.5258, 0.7026)  0.24


3.
This record from the OMol25 dataset describes 4 unconnected molecules or ions with the total composition C34H68F3INO7S3 in a non-equilibrium geometry. The level of theory is ωB97M-V with the def2-TZVPD basis set.

Summary:
E in hartree: -3708.8512
Multiplicity: 1
Net charge: +1
HOMO energy in Eh: -0.3792
LUMO level in eV: -3.355
Orbital gap in eV: 7.0

Each line ends with the Mulliken charge.
Element x y z (Å)
I (3.6808, -2.7450, 3.0704)  -0.01
S (4.1186, -3.3720, -1.7401)  0.62
S (8.4925, -1.9448, -2.3004)  0.44
S (4.7714, -0.2724, 6.5700)  0.52
F (-0.3331, 6.3521, 0.9513)  -0.19
F (-0.5194, 6.9643, -2.2895)  -0.28
F (1.8724, 6.9585, 0.2348)  -0.18
O (7.4318, -2.9956, -2.2578)  -0.55
O (0.6233, 0.4056, -3.2454)  -0.19
O (3.4922, -0.9413, 6.1844)  -0.58
O (-6.5056, 3.1608, -1.6981)  -0.50
O (-5.4891, 4.4150, -0.0583)  -0.49
O (-5.9932, -2.2891, 4.6956)  -0.45
O (3.1219, -2.7818, -0.7916)  -0.76
N (-2.2952, 1.2204, -0.0577)  1.39
C (-4.8554, 1.9867, -0.0493)  -0.21
C (6.0658, -1.5299, 6.5505)  -0.89
C (1.8877, -1.4630, 2.9627)  -0.90
C (-0.3314, 2.1033, -1.5922)  2.42
C (-1.2663, 1.5914, 0.9885)  -1.55
C (-1.6636, 1.1851, -1.4562)  -0.63
C (4.7500, -0.0548, 8.3615)  -0.98
C (0.4075, 1.8110, -3.0120)  -2.07
C (0.6616, 4.6066, -1.8841)  -0.43
C (0.3628, -0.5890, 0.9219)  0.34
C (0.8174, 1.6640, -0.5149)  -1.04
C (-3.6780, -3.2906, 4.2129)  -0.77
C (1.1578, 0.1790, -4.5700)  -0.42
C (0.1864, 0.9874, 0.8032)  -0.24
C (-0.6094, 3.6782, -1.6182)  -0.87
C (-5.6293, 3.2981, -0.5660)  0.24
C (-3.7059, 0.6728, -4.9014)  -1.36
C (-2.4912, -1.1697, -3.5892)  -0.94
C (4.0423, -5.1649, -1.5576)  -1.08
C (-4.8224, -1.3306, 1.4185)  -0.43
C (0.2221, 6.0972, -1.4529)  0.16
C (-3.3174, 2.3441, 0.0758)  -0.61
C (-6.3551, -2.3145, 3.2984)  -0.67
C (3.3890, -3.3221, -3.3907)  -0.81
C (-5.9403, -0.9608, 2.5416)  -0.82
C (9.1984, -1.9544, -3.9614)  -0.93
C (7.6654, -0.3479, -2.4594)  -0.90
C (-2.8887, -0.1474, 0.1316)  -0.60
C (-4.5741, -2.1419, 4.8983)  -0.05
C (0.6045, 6.4876, -0.1095)  0.22
C (-2.7052, 1.3506, -2.6468)  -1.22
C (1.8642, -0.8628, 1.4716)  -0.13
C (-3.4927, -0.4508, 1.6039)  -0.78
C (-2.4225, 0.3923, -3.9311)  1.02
H (-2.7085, -0.9940, 2.2438)  -0.05
H (6.9658, -0.3725, -3.2970)  0.26
H (4.0359, -3.8531, -4.0908)  0.48
H (0.9721, -2.1001, 3.2066)  0.42
H (-3.4783, 0.2620, -5.9497)  0.42
H (0.8031, 1.4198, 1.6790)  0.88
H (3.3030, -2.2792, -3.6981)  -0.05
H (2.3972, -3.7785, -3.3744)  0.37
H (-0.3358, -0.9595, 1.7564)  -0.39
H (-3.2233, 2.8569, 1.1026)  0.34
H (-2.7778, 2.4069, -3.0851)  0.48
H (0.1168, -1.1802, -0.0183)  0.17
H (9.7367, -2.8922, -4.1019)  0.31
H (1.4528, 2.2984, -3.0466)  0.75
H (-7.5058, -2.3592, 3.2721)  0.35
H (0.3303, -0.1050, -5.3214)  0.20
H (-4.1684, -1.1001, 4.6335)  0.07
H (-3.2591, -2.9877, 3.1972)  0.04
H (-6.0053, -3.2716, 2.7749)  0.29
H (1.5521, 0.9085, -0.9517)  0.40
H (-2.1257, -0.9996, -0.0035)  0.52
H (-2.7656, -3.4297, 4.8968)  0.34
H (-5.5315, -0.1439, 3.2159)  0.39
H (-3.1224, 3.1968, -0.6720)  0.24
H (1.6674, 1.1326, -4.9305)  0.35
H (-5.1661, 1.1385, -0.7240)  0.32
H (0.9424, 4.6308, -2.9937)  0.43
H (2.5013, 0.0977, 1.4928)  0.35
H (1.5849, 4.3757, -1.2665)  0.28
H (-3.7901, 1.0700, -2.3757)  -0.19
H (6.9917, -1.1058, 6.9428)  0.39
H (-5.9743, 2.6440, -2.3425)  0.35
H (-1.1514, 4.0947, -0.7098)  0.26
H (-5.3345, -1.2057, 0.4101)  0.33
H (5.7188, 0.3214, 8.6946)  0.38
H (-4.4999, -2.4327, 1.4745)  0.51
H (-1.2263, 0.1255, -1.5844)  0.26
H (3.0099, -5.5060, -1.6558)  0.34
H (-3.0330, -1.6783, -4.4626)  0.48
H (8.4103, 0.4345, -2.6142)  0.40
H (-1.5990, 1.4029, 2.0568)  0.57
H (4.6680, -5.6351, -2.3178)  0.40
H (7.1192, -0.1490, -1.5366)  0.29
H (-5.2568, 1.7513, 1.0031)  0.29
H (3.9756, 0.6709, 8.6118)  0.31
H (-3.2153, -1.2749, -2.6963)  0.09
H (-3.7867, 1.8226, -4.9446)  0.34
H (-6.8426, -0.5393, 1.9937)  0.44
H (5.7605, -2.3880, 7.1519)  0.29
H (8.4028, -1.8780, -4.7047)  0.28
H (-1.4970, -1.6522, -3.3293)  0.10
H (4.4179, -5.4268, -0.5681)  0.33
H (1.4523, 2.5572, -0.1784)  -0.09
H (-3.6770, 0.5504, 2.1323)  0.41
H (-1.0949, 2.7323, 0.9471)  0.61
H (-0.2561, 2.2649, -3.8399)  0.45
H (1.8954, -0.7031, -4.5924)  -0.03
H (-4.3129, -4.2417, 4.1781)  0.30
H (6.2225, -1.8477, 5.5191)  0.25
H (-1.3208, 3.8628, -2.5086)  0.13
H (-4.6684, 0.2456, -4.4595)  0.32
H (2.4191, -1.5763, 0.7623)  -0.10
H (2.0646, -0.6561, 3.7583)  0.40
H (4.5275, -1.0053, 8.8494)  0.31
H (-1.5287, 0.7176, -4.5456)  0.04
H (-4.4037, -2.2490, 6.0311)  0.36
H (9.8935, -1.1197, -4.0671)  0.37
H (-3.6714, -0.3914, -0.6753)  0.21


4.
This record from the OMol25 dataset describes C3H8N4O in the gas phase in a non-equilibrium geometry. The level of theory is ωB97M-V with the def2-TZVPD basis set.

Summary:
E in hartree: -413.3453
Multiplicity: 1
SMILES string: [H]/N=C(/NN)C(=O)NC
HOMO energy in Eh: -0.3283
LUMO level in eV: 0.749
Energy relative to the best compared isomer or geometry (same formula, charge and spin) in kcal per mole: 44.37
Orbital gap in eV: 9.7

Each line ends with the natural charge from an NBO analysis.
Element x y z (Å)
O (-0.9578, -1.6512, -0.6946)  -0.57
N (2.5801, 0.7057, -1.5753)  -0.65
N (-0.9499, -0.1004, 1.0365)  -0.62
N (1.6030, 0.0390, -0.8046)  -0.44
N (-0.0163, 1.5810, -1.2914)  -0.75
C (0.3087, 0.4551, -0.7822)  0.34
C (-0.6447, -0.5833, -0.2315)  0.62
C (-1.5809, -0.9178, 2.0371)  -0.43
H (-1.7266, -1.9068, 1.6076)  0.23
H (2.2738, 1.6822, -1.6351)  0.38
H (-0.8628, 0.8811, 1.2619)  0.41
H (-2.5478, -0.5008, 2.3201)  0.20
H (1.9072, -0.8458, -0.4233)  0.40
H (2.5752, 0.3404, -2.5327)  0.34
H (-0.9573, -0.9851, 2.9277)  0.20
H (-1.0038, 1.8068, -1.2204)  0.35